No. 1
This record from the OMol25 dataset describes C15H11Cl2F3IrNO8S as an isolated structure in a non-equilibrium geometry. The level of theory is ωB97M-V with the def2-TZVPD basis set.

Properties
relative energy (zero: lowest compared OMol25 entry of this formula, charge and spin): 0.8054 eV
lowest unoccupied orbital energy (alpha / beta): 4.69 / 4.52 eV
Kohn-Sham gap (alpha / beta): 6.6 / 6.9 eV
molecular weight: 685.44 g/mol
⟨S²⟩: 6.0414
highest occupied orbital energy (alpha / beta): -0.06984 / -0.08641 Ha

The geometry in ORCA input format:
```
! RIJCOSX wB97M-V def2-TZVPD def2/J DEFGRID3
* xyz -2 5
Ir 0.158 -0.270 -0.174
O 0.954 -3.198 3.101
C 0.749 -2.141 2.505
O 1.020 -1.933 1.292
C 0.248 -0.951 3.389
C 1.153 0.271 3.172
C 0.920 1.263 4.333
C -0.404 1.918 3.897
C -0.727 1.088 2.636
O 0.560 0.925 2.063
C -1.133 -0.328 3.083
C -2.028 -1.080 2.054
O -3.045 -1.603 2.510
O -1.705 -1.071 0.841
H 0.288 -1.321 4.419
H 2.199 0.046 2.964
H 1.728 1.993 4.405
H 0.834 0.741 5.285
H -0.254 2.964 3.627
H -1.187 1.868 4.654
H -1.395 1.563 1.921
H -1.738 -0.285 3.994
F -0.751 1.351 -3.259
C -0.565 2.570 -2.753
F -1.696 3.258 -3.010
F 0.395 3.159 -3.487
S -0.306 2.598 -0.875
O 1.046 2.154 -0.645
O -0.552 3.987 -0.573
O -1.353 1.686 -0.456
Cl -1.190 -2.403 -1.791
C -0.250 -2.109 -3.213
C -0.487 -2.751 -4.402
C 0.294 -2.466 -5.519
C 1.303 -1.515 -5.428
C 1.540 -0.868 -4.242
Cl 2.779 0.323 -4.165
C 0.801 -1.131 -3.043
N 1.043 -0.566 -1.907
H -1.280 -3.481 -4.459
H 0.114 -2.971 -6.457
H 1.917 -1.284 -6.286
*
```

=====

No. 2
This record from the OMol25 dataset describes C12H31InNO2 as an isolated structure. The level of theory is ωB97M-V with the def2-TZVPD basis set.

Properties
relative energy (zero: lowest compared OMol25 entry of this formula, charge and spin): 0.0000 eV
lowest unoccupied orbital energy: 2.99 eV
Kohn-Sham gap: 8.1 eV
molecular weight: 336.20 g/mol
highest occupied orbital energy: -0.18809 Ha

The geometry in ORCA input format:
```
! RIJCOSX wB97M-V def2-TZVPD def2/J DEFGRID3
* xyz -1 1
O 2.165 1.794 -2.843
N 1.567 0.936 -3.453
O 2.242 -0.121 -3.795
In 3.182 -1.300 -2.201
H 3.212 -0.393 -0.710
H 2.165 -2.728 -2.120
H 4.811 -1.621 -2.764
C 2.535 2.129 4.537
C 1.790 3.203 3.751
C 0.439 2.737 3.211
C 0.513 1.558 2.237
C 1.403 1.784 1.015
C 0.947 2.944 0.137
H 2.758 1.262 3.915
H 3.483 2.506 4.925
H 1.940 1.785 5.387
H 2.417 3.547 2.924
H 1.630 4.074 4.394
H -0.054 3.582 2.722
H -0.202 2.459 4.055
H -0.503 1.329 1.899
H 0.859 0.667 2.770
H 1.425 0.869 0.422
H 2.439 1.945 1.327
H -0.076 2.783 -0.216
H 1.581 3.037 -0.744
H 0.966 3.894 0.678
C -1.564 0.009 -1.001
C -1.081 -1.231 -1.746
C -2.128 -1.833 -2.679
C -3.403 -2.321 -1.989
C -3.174 -3.350 -0.883
C -2.505 -4.631 -1.372
H -2.417 -0.206 -0.351
H -0.768 0.416 -0.377
H -1.863 0.790 -1.704
H -0.738 -1.982 -1.029
H -0.204 -0.966 -2.338
H -1.671 -2.658 -3.232
H -2.403 -1.086 -3.431
H -4.068 -2.755 -2.744
H -3.942 -1.467 -1.568
H -4.138 -3.597 -0.428
H -2.568 -2.907 -0.089
H -3.103 -5.108 -2.153
H -2.381 -5.349 -0.560
H -1.516 -4.431 -1.785
*
```

=====

No. 3
This record from the OMol25 dataset describes an isolated ion of composition C19H36BBr2N2O2 and charge +1 in a non-equilibrium geometry. The level of theory is ωB97M-V with the def2-TZVPD basis set.

Properties
lowest unoccupied orbital energy: -4.60 eV
Kohn-Sham gap: 6.3 eV
molecular weight: 495.13 g/mol
highest occupied orbital energy: -0.40086 Ha

The geometry in ORCA input format:
```
! RIJCOSX wB97M-V def2-TZVPD def2/J DEFGRID3
* xyz 1 1
C -0.051 4.688 -1.053
C -0.252 5.050 0.527
C -1.822 5.002 0.869
C -2.246 3.881 1.938
N -1.476 2.601 1.832
C -0.825 2.021 2.983
C 0.046 0.664 2.905
C 0.159 -0.053 1.510
C 1.049 -1.372 1.435
C 0.287 -2.680 0.901
C 1.086 -3.166 -0.435
C 0.996 -4.750 -0.696
C 1.013 -4.951 -2.316
C -0.500 -5.126 -2.857
C -1.006 -3.728 -3.477
O -2.392 -3.758 -3.892
C -3.292 -3.829 -2.760
C -0.586 0.627 0.333
B -0.545 -0.014 -1.160
N 0.684 0.100 -1.983
O -1.716 -0.728 -1.632
C -1.394 1.936 0.530
H 0.908 5.161 -1.464
H -0.946 5.032 -1.680
H 0.039 3.555 -1.218
H 0.224 6.083 0.655
H 0.370 4.266 1.089
H -2.402 4.883 -0.105
H -2.105 6.018 1.339
H -2.005 4.321 2.979
H -3.370 3.704 1.916
H -0.948 2.590 3.973
H 0.541 0.262 3.856
H 1.401 -1.610 2.510
H 1.994 -1.101 0.839
H -0.782 -2.448 0.529
H 0.191 -3.519 1.673
H 2.206 -2.930 -0.277
H 0.781 -2.580 -1.367
H 1.999 -5.200 -0.343
H 0.108 -5.265 -0.202
H 1.714 -5.804 -2.634
H 1.427 -4.010 -2.847
H -0.579 -5.985 -3.600
H -1.159 -5.324 -1.936
H -0.372 -3.371 -4.368
H -0.915 -2.924 -2.670
H -2.828 -3.417 -1.784
H -3.483 -4.947 -2.549
H -4.243 -3.247 -2.989
H 1.469 -0.001 -1.314
H 0.681 -0.696 -2.654
H -2.521 -0.175 -1.559
H -1.943 2.436 -0.327
Br 3.823 5.176 2.795
C 3.960 3.305 3.320
C 3.102 2.428 2.441
Br 1.201 2.566 2.924
H 3.694 3.251 4.376
H 5.016 3.053 3.203
H 3.353 1.375 2.585
H 3.178 2.674 1.382
*
```

=====

No. 4
This record from the OMol25 dataset describes the molecule C22H26N2O5S in a non-equilibrium geometry. The level of theory is ωB97M-V with the def2-TZVPD basis set.

Properties
relative energy (zero: lowest compared OMol25 entry of this formula, charge and spin): 1.9783 eV
lowest unoccupied orbital energy: 0.60 eV
Kohn-Sham gap: 9.5 eV
molecular weight: 430.53 g/mol
highest occupied orbital energy: -0.32763 Ha
SMILES: COc1ccc(C(=O)N[C@H]2CCCc3ccccc32)cc1S(=O)(=O)N1CCOCC1

The geometry in ORCA input format:
```
! RIJCOSX wB97M-V def2-TZVPD def2/J DEFGRID3
* xyz 0 1
C 3.824 -2.759 -2.155
H 4.090 -3.019 -1.130
H 2.811 -3.109 -2.357
O 3.953 -1.368 -2.384
C 3.039 -0.474 -1.983
C 1.938 -0.654 -1.140
C 1.052 0.394 -0.948
C 1.246 1.644 -1.513
C 2.394 1.857 -2.274
C 3.252 0.813 -2.515
H 4.128 0.943 -3.131
H 2.586 2.838 -2.680
C 0.284 2.745 -1.198
O 0.632 3.878 -0.937
N -1.007 2.339 -1.216
H -1.198 1.376 -1.445
C -2.085 3.056 -0.549
C -2.449 2.243 0.673
C -1.553 2.215 1.737
C -1.782 1.412 2.837
C -2.909 0.606 2.874
C -3.803 0.631 1.820
C -3.590 1.446 0.713
C -4.611 1.482 -0.390
C -4.025 1.967 -1.712
C -3.268 3.272 -1.490
H -2.900 3.670 -2.437
H -3.940 4.010 -1.048
H -4.828 2.120 -2.436
H -3.352 1.211 -2.121
H -5.056 0.492 -0.512
H -5.414 2.162 -0.086
H -4.686 0.008 1.850
H -3.090 -0.037 3.722
H -1.090 1.416 3.667
H -0.669 2.835 1.691
H -1.657 4.020 -0.255
H 0.212 0.216 -0.296
S 1.539 -2.142 -0.196
O 2.708 -2.566 0.527
O 0.899 -3.094 -1.063
N 0.383 -1.567 0.874
C 0.907 -1.057 2.128
H 1.877 -0.604 1.926
C 1.048 -2.184 3.154
H 1.309 -1.784 4.135
O -0.172 -2.873 3.321
C -0.608 -3.438 2.105
H -1.542 -3.957 2.327
C -0.822 -2.355 1.044
H -1.057 -2.805 0.081
H -1.624 -1.675 1.352
H 0.137 -4.156 1.733
H 1.832 -2.876 2.814
H 0.209 -0.296 2.492
H 4.524 -3.224 -2.849
*
```

=====

No. 5
This record from the OMol25 dataset describes a 2-piece molecular cluster, C2H2S3 overall in a non-equilibrium geometry. The level of theory is ωB97M-V with the def2-TZVPD basis set.

Properties
relative energy (zero: lowest compared OMol25 entry of this formula, charge and spin): 1.9782 eV
lowest unoccupied orbital energy: -2.45 eV
Kohn-Sham gap: 7.1 eV
molecular weight: 122.24 g/mol
highest occupied orbital energy: -0.35120 Ha

The geometry in ORCA input format:
```
! RIJCOSX wB97M-V def2-TZVPD def2/J DEFGRID3
* xyz 0 1
C 0.307 -0.567 -0.066
C 0.004 0.581 0.067
S -4.983 0.943 0.105
S -3.113 -1.729 0.061
S -3.241 0.177 -0.223
H 0.583 -1.575 -0.177
H -0.253 1.593 0.178
*
```

=====

No. 6
This record from the OMol25 dataset describes a 2-piece molecular cluster, C8H17O6PS overall in a non-equilibrium geometry. The level of theory is ωB97M-V with the def2-TZVPD basis set.

Properties
lowest unoccupied orbital energy: 0.66 eV
Kohn-Sham gap: 9.5 eV
molecular weight: 272.26 g/mol
highest occupied orbital energy: -0.32476 Ha
SMILES: CC(=O)OCCCOC(=O)O[PH2]=S.CCO

The geometry in ORCA input format:
```
! RIJCOSX wB97M-V def2-TZVPD def2/J DEFGRID3
* xyz 0 1
C 1.299 -1.147 -4.123
C 1.499 -0.651 -2.730
O 0.757 0.148 -2.190
O 2.553 -1.208 -2.117
C 2.814 -0.723 -0.798
C 1.749 -1.138 0.211
C 0.999 -2.406 -0.171
O -0.417 -2.165 -0.083
C -1.041 -2.093 -1.255
O -0.694 -2.571 -2.303
O -2.219 -1.397 -1.127
P -2.137 0.199 -0.766
S -3.674 0.893 0.169
H 0.828 -2.122 -4.119
H 0.648 -0.455 -4.636
H 2.235 -1.197 -4.665
H 3.798 -1.084 -0.535
H 2.869 0.359 -0.807
H 1.057 -0.322 0.362
H 2.232 -1.281 1.171
H 1.222 -3.188 0.543
H 1.270 -2.782 -1.144
H -1.968 0.826 -2.002
H -0.956 0.347 -0.041
C -2.225 2.526 4.331
C -1.005 3.036 3.586
O -1.024 2.655 2.215
H -2.287 1.440 4.257
H -2.189 2.806 5.385
H -3.140 2.936 3.897
H -0.095 2.613 4.010
H -0.939 4.127 3.664
H -1.818 3.019 1.813
*
```

=====

No. 7
This record from the OMol25 dataset describes a 2-piece molecular cluster, C4H10NO overall in a non-equilibrium geometry. The level of theory is ωB97M-V with the def2-TZVPD basis set.

Properties
relative energy (zero: lowest compared OMol25 entry of this formula, charge and spin): 1.5663 eV
lowest unoccupied orbital energy: -4.92 eV
Kohn-Sham gap: 8.0 eV
molecular weight: 88.13 g/mol
highest occupied orbital energy: -0.47560 Ha

The geometry in ORCA input format:
```
! RIJCOSX wB97M-V def2-TZVPD def2/J DEFGRID3
* xyz 1 1
C -3.352 0.076 -0.270
C -2.045 -0.086 -0.275
C 1.820 -1.161 0.137
C 2.419 1.127 -0.209
N 1.554 0.246 0.076
O -1.190 0.386 0.697
H -3.961 -0.314 -1.061
H -3.855 0.603 0.524
H -1.503 -0.609 -1.048
H 2.784 -1.364 0.604
H 1.027 -1.661 0.688
H 1.849 -1.577 -0.875
H 3.453 0.855 -0.391
H 2.146 2.173 -0.261
H -1.704 0.811 1.394
H 0.556 0.497 0.270
*
```

=====

No. 8
This record from the OMol25 dataset describes a 2-piece molecular cluster, C3H3NO2S overall in a non-equilibrium geometry. The level of theory is ωB97M-V with the def2-TZVPD basis set.

Properties
relative energy (zero: lowest compared OMol25 entry of this formula, charge and spin): 6.8195 eV
lowest unoccupied orbital energy: -1.10 eV
Kohn-Sham gap: 7.8 eV
molecular weight: 117.13 g/mol
highest occupied orbital energy: -0.32556 Ha
SMILES: O=CON=S.C#C

The geometry in ORCA input format:
```
! RIJCOSX wB97M-V def2-TZVPD def2/J DEFGRID3
* xyz 0 1
C 0.446 -1.551 -0.031
C -0.881 1.975 -0.161
C 0.493 -0.847 0.929
N -2.147 0.058 0.357
O -1.897 1.050 -0.482
O -0.185 1.710 0.775
S -3.221 -0.967 0.012
H 0.500 -2.119 -0.904
H -1.045 2.875 -0.730
H 0.839 -0.501 1.882
*
```